No. 1
This record from the Open Molecules 2025 dataset describes a 7-piece molecular cluster, C22H60F3O26P6 overall in a non-equilibrium geometry. The level of theory is the ωB97M-V functional and the def2-TZVPD basis.

Element x y z (Å)
1 C -1.91786 -3.02992 1.56191
2 O -1.57613 -1.67602 1.23562
3 O -3.12121 -3.36039 1.11750
4 C -0.67959 -3.98298 1.31460
5 F -0.55303 -4.33934 -0.00283
6 F 0.51008 -3.40025 1.63321
7 F -0.71576 -5.15272 1.97438
8 C -1.29370 -1.36547 -0.09601
9 C -0.56931 -0.00268 -0.11252
10 H -1.25063 0.60248 0.49813
11 H 0.36301 -0.19755 0.41621
12 H -0.47626 0.43616 -1.10173
13 H -2.12995 -1.33330 -0.79894
14 H -0.52597 -2.05053 -0.47510
15 H -1.90404 -2.97255 2.67011
16 C 3.35250 2.18626 -0.61026
17 O 2.11461 2.24044 -1.31717
18 P 2.04590 2.72455 -2.82020
19 O 3.28865 2.64753 -3.59434
20 O 0.89013 1.75058 -3.38869
21 C -0.46479 2.09521 -3.39433
22 O 1.39323 4.17217 -2.79028
23 C 1.48544 5.07369 -3.91738
24 H 3.49753 1.30509 0.01509
25 H 3.42787 2.99096 0.12454
26 H 4.17496 2.27422 -1.31735
27 H -1.13716 1.32075 -3.76121
28 H -0.64875 2.97796 -4.01782
29 H -0.82609 2.37714 -2.39925
30 H 2.41777 5.63504 -3.94920
31 H 0.75579 5.88173 -3.87861
32 H 1.31520 4.41662 -4.76388
33 C -4.18820 0.10740 1.11803
34 O -5.26668 0.14539 2.05698
35 P -5.39719 -1.02709 3.10747
36 O -5.66151 -2.38393 2.64186
37 O -3.96301 -0.92433 3.90371
38 C -3.80027 -1.91672 4.92066
39 O -6.50119 -0.43126 4.11215
40 C -6.16542 0.55829 5.05977
41 H -3.89089 -0.90809 0.84669
42 H -3.34884 0.60532 1.60833
43 H -4.39583 0.67489 0.21105
44 H -2.91659 -1.73080 5.53342
45 H -3.77119 -2.90716 4.47375
46 H -4.60252 -1.81187 5.65806
47 H -5.53392 1.31453 4.56453
48 H -5.51782 0.21595 5.86790
49 H -6.98177 1.19612 5.39278
50 C -1.97970 1.08742 5.28236
51 O -1.23714 2.31528 5.23666
52 P -2.08653 3.65751 4.89921
53 O -3.55373 3.63396 4.95614
54 O -1.48191 4.04907 3.48181
55 C -1.70683 3.02581 2.50323
56 O -1.48658 4.71089 5.93462
57 C -2.19292 4.83390 7.18094
58 H -1.57977 0.29698 4.64411
59 H -3.01914 1.22108 4.99127
60 H -1.91228 0.64939 6.28065
61 H -1.13816 3.34026 1.61751
62 H -2.74319 2.89282 2.21385
63 H -1.13525 2.09914 2.61744
64 H -2.92092 4.06715 7.43884
65 H -2.75724 5.76200 7.08456
66 H -1.45340 4.91095 7.97375
67 C 2.65866 2.00897 3.26975
68 O 3.33756 0.99652 4.01398
69 P 3.64260 -0.50924 3.63525
70 O 4.25493 -1.35619 4.65182
71 O 4.46109 -0.36477 2.27703
72 C 5.36448 -1.40826 1.91103
73 O 2.22865 -1.02100 3.11653
74 C 1.08648 -0.97127 3.97355
75 H 1.58142 1.84574 3.24036
76 H 3.11343 1.94750 2.28305
77 H 2.81895 2.96049 3.76873
78 H 5.73654 -2.06651 2.69812
79 H 6.30063 -0.99700 1.53091
80 H 4.85477 -2.01696 1.16545
81 H 0.63146 -1.95596 3.89161
82 H 0.45857 -0.14211 3.64978
83 H 1.30516 -0.81153 5.03335
84 C -3.00995 -0.83011 -7.05118
85 O -1.76691 -1.40120 -7.43869
86 P -0.42931 -1.13523 -6.58420
87 O 0.82585 -1.64843 -7.13660
88 O -0.39010 0.44613 -6.32952
89 C 0.36022 1.30176 -7.15162
90 O -0.90802 -1.61547 -5.13666
91 C 0.00809 -1.68525 -4.06125
92 H -3.50260 -1.40771 -6.26999
93 H -3.65504 -0.70532 -7.91736
94 H -2.81605 0.16884 -6.64847
95 H -0.25706 2.08946 -7.59410
96 H 0.85063 0.92028 -8.05429
97 H 1.18978 1.72502 -6.58136
98 H -0.34379 -2.22467 -3.17510
99 H 0.14233 -0.72391 -3.55109
100 H 0.93348 -2.14405 -4.40585
101 C 2.19166 -3.85071 -1.76732
102 O 3.53867 -3.33017 -1.71872
103 P 4.38824 -3.02238 -3.04351
104 O 5.75258 -2.54638 -2.81746
105 O 4.33129 -4.37601 -3.85728
106 C 4.75633 -4.49065 -5.19859
107 O 3.42407 -2.03207 -3.89001
108 C 3.72225 -0.62935 -3.66048
109 H 2.28799 -4.87934 -1.41393
110 H 1.63154 -3.65727 -2.67344
111 H 1.69517 -3.45416 -0.87841
112 H 5.03899 -5.52744 -5.38923
113 H 5.69457 -3.96839 -5.40649
114 H 3.96308 -4.17869 -5.87548
115 H 3.75452 -0.36300 -2.60402
116 H 3.06587 -0.00499 -4.25627
117 H 4.74136 -0.53272 -4.04066

Its total energy is -140920.903 eV. For the max |F|, the calculation gives 2.9 eV Å⁻¹. The HOMO-LUMO gap comes out at 5.9651 eV. Its charge is -1. The value obtained for the HOMO energy is -0.15239 Ha.

No. 2
This record from the Open Molecules 2025 dataset describes C22H60F6MgNO14S2 as an isolated structure in a non-equilibrium geometry. The level of theory is the ωB97M-V functional and the def2-TZVPD basis.

Element x y z (Å)
1 Mg 1.32730 -1.14057 3.72094
2 C 2.72434 1.56505 -0.06011
3 F 3.39443 0.50305 -0.58223
4 F 3.34243 1.99342 1.03085
5 F 2.60892 2.55661 -0.88014
6 S 0.87592 1.10992 0.36982
7 O 0.46367 1.94278 1.48438
8 O 0.11869 1.36813 -0.83631
9 N 0.94760 -0.60301 0.96929
10 S 0.67133 -1.37314 -0.37637
11 O -0.71478 -1.73632 -0.58627
12 O 1.31873 -0.92150 -1.64226
13 C 1.61950 -3.07295 0.00243
14 F 0.73283 -3.99104 0.44151
15 F 2.09172 -3.59170 -1.13695
16 F 2.52815 -2.88580 1.00069
17 C 1.44069 2.99319 5.91089
18 C 0.67103 1.70198 6.38018
19 O 0.08876 1.00181 5.35698
20 H 2.32375 2.76244 5.31502
21 H 1.65767 3.69390 6.71714
22 H 0.68142 3.50492 5.31951
23 H -0.00342 2.05929 7.15836
24 H 1.32557 0.97266 6.85740
25 H -0.72919 1.46531 5.16281
26 C -4.35607 -0.04719 2.00118
27 C -5.07998 0.72271 3.10860
28 O -4.13703 0.98421 4.05590
29 H -4.13279 -1.08451 2.25060
30 H -3.44145 0.33241 1.54571
31 H -5.10339 -0.05199 1.20771
32 H -5.82659 0.09058 3.58933
33 H -5.53802 1.65224 2.77057
34 H -4.67745 1.22151 4.81302
35 C 2.54670 6.91943 2.90388
36 C 1.62079 7.57556 3.88696
37 O 2.46293 7.82497 4.97403
38 H 3.02128 6.04645 3.35196
39 H 3.30290 7.63163 2.57366
40 H 2.19231 6.45084 1.98576
41 H 0.84475 6.96239 4.34509
42 H 1.22988 8.48551 3.43167
43 H 3.09640 8.48834 4.69072
44 C 1.47277 7.39523 -3.61865
45 C 0.38142 7.13330 -2.58946
46 O -0.84388 7.54159 -3.04170
47 H 2.24005 6.69483 -3.28878
48 H 1.79265 8.43686 -3.64673
49 H 1.34274 6.96231 -4.61049
50 H 0.74885 7.53675 -1.64589
51 H 0.26062 6.05930 -2.44792
52 H -1.53079 7.31468 -2.41061
53 C 7.36855 6.16045 1.29002
54 C 8.86862 6.28879 1.17880
55 O 9.27485 6.96405 0.04254
56 H 7.05409 5.36185 0.61813
57 H 6.89860 7.11080 1.03683
58 H 7.04638 5.86043 2.28717
59 H 9.29709 5.28824 1.12032
60 H 9.25082 6.74763 2.09066
61 H 10.22330 6.82803 -0.01690
62 C -4.98578 -4.90229 -2.11877
63 C -4.27602 -4.85991 -3.52154
64 O -2.97425 -5.48861 -3.52879
65 H -4.47320 -4.18605 -1.47660
66 H -5.11719 -5.89390 -1.68573
67 H -6.01898 -4.55736 -2.15938
68 H -4.12944 -3.80797 -3.76658
69 H -4.85260 -5.32530 -4.32096
70 H -2.68679 -5.23377 -4.40857
71 C -4.12175 -6.03221 4.42664
72 C -3.13498 -7.08993 3.85610
73 O -2.42504 -7.55238 4.95900
74 H -4.68642 -5.45010 3.69835
75 H -3.58555 -5.25272 4.96792
76 H -4.85730 -6.50402 5.07814
77 H -2.41002 -6.65167 3.17019
78 H -3.69316 -7.96030 3.51115
79 H -2.77771 -8.43497 5.09415
80 C -4.41905 2.01702 -3.66292
81 C -5.30995 3.19440 -3.19178
82 O -6.02604 3.70113 -4.31926
83 H -3.98957 1.51695 -2.79484
84 H -3.56047 2.40917 -4.20801
85 H -4.94990 1.23837 -4.21066
86 H -4.65324 4.01840 -2.91275
87 H -6.04071 3.04200 -2.39751
88 H -6.33633 4.56064 -4.02511
89 C 1.90960 -4.33833 -5.59917
90 C 0.54715 -3.47737 -5.75292
91 O -0.34843 -4.29667 -6.44617
92 H 2.32553 -4.63531 -6.56192
93 H 1.66785 -5.26214 -5.07359
94 H 2.68979 -3.86653 -5.00182
95 H 0.53789 -2.59053 -6.38658
96 H 0.07724 -3.18781 -4.81300
97 H -0.06366 -4.21425 -7.35925
98 C 1.48528 -9.07462 -3.13742
99 C 2.03971 -10.44265 -2.78044
100 O 2.68846 -10.45302 -1.54483
101 H 1.23100 -8.59618 -2.19162
102 H 0.72455 -8.96375 -3.91014
103 H 2.35015 -8.43586 -3.31655
104 H 2.74120 -10.88895 -3.48532
105 H 1.25653 -11.19507 -2.68772
106 H 1.95265 -10.36424 -0.93465

Its total energy is -97343.417 eV. For the max |F|, the calculation gives 7.0 eV Å⁻¹. The HOMO-LUMO gap comes out at 2.0963 eV. Its charge is +1. The value obtained for the HOMO energy is -0.41340 Ha. As for the energy relative to the best compared isomer or geometry (same formula, charge and spin): 152.2 kcal/mol.